Record 1
{
  "formula": "C4H3N3",
  "method": "the ωB97M-V functional and the def2-TZVPD basis",
  "smiles": "N#Cc1ncc[nH]1",
  "orbital_gap_ev": 10.195,
  "molar_mass_g_mol": 93.1,
  "multiplicity": 1,
  "total_charge": 0,
  "lumo_ev": 0.6,
  "e_homo_ev": -9.639,
  "e_above_lowest_ev": 0.251,
  "symbols": ["N", "C", "C", "N", "C", "C", "N", "H", "H", "H"],
  "coordinates": [[-2.953, -1.115, -1.119], [-2.020, -0.648, -0.623], [-0.800, -0.160, -0.050], [-0.552, 0.057, 1.216], [0.791, 0.342, 1.264], [1.349, 0.270, 0.020], [0.317, -0.041, -0.834], [1.267, 0.608, 2.196], [2.374, 0.325, -0.316], [0.226, 0.363, -1.754]],
  "lowdin_charge": [0.1569, -0.1324, -0.3799, 0.1178, -0.1340, -0.0889, 0.0854, 0.1015, 0.1125, 0.1610]
}

Record 2
{
  "formula": "C4H12NP",
  "method": "the ωB97M-V functional and the def2-TZVPD basis",
  "smiles": "CPNC(C)C",
  "orbital_gap_ev": 9.019,
  "molar_mass_g_mol": 105.1,
  "multiplicity": 1,
  "total_charge": 0,
  "lumo_ev": 1.1,
  "e_homo_ev": -7.941,
  "e_above_lowest_ev": 2.299,
  "symbols": ["C", "C", "C", "C", "N", "P", "H", "H", "H", "H", "H", "H", "H", "H", "H", "H", "H", "H"],
  "coordinates": [[-1.422, -1.849, 0.455], [-0.837, -0.310, -1.499], [1.991, 2.002, 0.013], [-1.180, -0.417, -0.031], [-0.019, 0.435, 0.913], [1.563, 0.271, 0.344], [-0.616, -2.430, 0.906], [-2.112, -1.892, 1.490], [-1.953, -2.413, -0.252], [-1.569, -0.770, -2.138], [0.231, -0.689, -1.744], [-0.672, 0.712, -1.778], [1.209, 2.676, -0.136], [2.619, 2.098, -0.973], [2.767, 2.372, 0.836], [-2.124, 0.094, 0.165], [-0.190, 0.126, 1.849], [2.312, -0.015, 1.580]],
  "lowdin_charge": [-0.1069, -0.1423, -0.3878, -0.3956, -0.2746, 0.7238, 0.0577, 0.1288, 0.0376, 0.0688, 0.0635, 0.0553, -0.0146, 0.0478, 0.0604, 0.1086, 0.0264, -0.0572]
}

Record 3
{
  "formula": "C9H16N",
  "method": "the ωB97M-V functional and the def2-TZVPD basis",
  "smiles": "C=C1C[C@@]2([C@@H](C)CC)[NH2+][C@@H]12",
  "orbital_gap_ev": 10.159,
  "molar_mass_g_mol": 138.2,
  "multiplicity": 1,
  "total_charge": 1,
  "lumo_ev": -3.1,
  "e_homo_ev": -13.303,
  "e_above_lowest_ev": 4.420,
  "symbols": ["C", "C", "C", "C", "C", "C", "C", "C", "C", "N", "H", "H", "H", "H", "H", "H", "H", "H", "H", "H", "H", "H", "H", "H", "H", "H"],
  "coordinates": [[1.865, -1.518, 0.584], [2.966, -2.070, 1.021], [1.635, -0.068, -0.062], [0.400, -1.847, 0.754], [0.079, -0.184, 0.110], [-1.632, 0.830, -2.127], [-0.759, 1.645, 1.607], [-1.151, 1.535, -0.895], [-0.943, 0.792, 0.374], [-0.202, -1.497, -0.560], [2.718, -2.961, 1.675], [3.927, -1.624, 0.909], [2.016, 0.681, 0.665], [1.942, 0.198, -1.084], [-0.055, -2.404, 1.684], [-2.464, 0.299, -1.914], [-0.996, 0.010, -2.436], [-1.887, 1.530, -2.849], [-0.558, 2.720, 1.375], [-0.146, 1.150, 2.309], [-1.739, 1.775, 2.157], [-0.304, 2.124, -1.089], [-1.859, 2.272, -0.668], [-1.875, 0.140, 0.509], [0.278, -1.772, -1.451], [-1.253, -1.756, -0.595]],
  "lowdin_charge": [-0.2813, 0.0891, -0.0082, 0.0046, -0.2066, -0.0504, -0.0200, -0.2189, -0.3685, 0.1033, 0.1075, 0.0767, 0.1378, 0.1227, 0.1941, 0.0469, 0.0717, 0.0785, 0.1110, 0.0700, 0.1125, 0.1159, 0.1144, 0.1767, 0.1982, 0.2221]
}

Record 4
{
  "formula": "C23H51FN6O8P2",
  "method": "the ωB97M-V functional and the def2-TZVPD basis",
  "smiles": "CC(=O)OCCCC[C@@H]1OC(=O)O[C@@H]1CC(=O)F.CN(C)P(=O)(N(C)C)N(C)C.CN(C)P(=O)(N(C)C)N(C)C",
  "orbital_gap_ev": 6.565,
  "molar_mass_g_mol": 620.6,
  "multiplicity": 1,
  "total_charge": 0,
  "lumo_ev": -1.1,
  "e_homo_ev": -7.661,
  "symbols": ["C", "C", "O", "O", "C", "C", "C", "C", "C", "O", "C", "O", "O", "C", "C", "C", "O", "F", "H", "H", "H", "H", "H", "H", "H", "H", "H", "H", "H", "H", "H", "H", "H", "O", "P", "N", "C", "C", "N", "C", "C", "N", "C", "C", "H", "H", "H", "H", "H", "H", "H", "H", "H", "H", "H", "H", "H", "H", "H", "H", "H", "H", "O", "P", "N", "C", "C", "N", "C", "C", "N", "C", "C", "H", "H", "H", "H", "H", "H", "H", "H", "H", "H", "H", "H", "H", "H", "H", "H", "H", "H"],
  "coordinates": [[0.300, 4.587, -0.415], [-0.476, 3.113, -0.568], [-1.709, 3.062, -0.067], [0.256, 2.071, -1.283], [-0.032, 0.714, -0.826], [1.143, 0.019, 0.100], [1.723, 0.972, 1.300], [1.284, 0.318, 2.773], [1.388, 1.433, 3.992], [2.730, 1.758, 4.527], [3.053, 0.524, 5.301], [4.322, 0.138, 5.594], [1.831, -0.211, 5.687], [0.763, 0.749, 5.352], [-0.804, 0.206, 5.311], [-1.709, 1.411, 4.616], [-2.100, 1.296, 3.330], [-2.036, 2.619, 5.462], [1.193, 4.458, 0.332], [-0.462, 5.448, -0.095], [0.689, 4.835, -1.515], [-0.103, 0.036, -1.806], [-1.041, 0.559, -0.260], [0.628, -0.934, 0.600], [2.026, -0.380, -0.590], [2.912, 0.930, 1.212], [1.402, 2.099, 1.238], [2.011, -0.611, 2.940], [0.190, -0.139, 2.723], [0.858, 2.414, 3.590], [0.728, 1.510, 6.250], [-0.926, -0.758, 4.658], [-1.178, -0.018, 6.412], [0.583, -4.460, 1.018], [1.218, -4.443, 2.430], [2.383, -5.597, 2.034], [2.636, -6.896, 2.608], [3.405, -5.222, 1.060], [-0.167, -5.168, 3.137], [-0.451, -6.584, 3.003], [-1.407, -4.415, 2.904], [1.947, -4.422, 4.054], [3.227, -3.747, 4.201], [1.330, -4.767, 5.320], [2.573, -6.896, 3.701], [3.644, -7.267, 2.375], [1.944, -7.642, 2.214], [4.338, -4.959, 1.570], [3.099, -4.357, 0.464], [3.603, -6.035, 0.354], [-0.452, -6.901, 1.960], [-1.424, -6.845, 3.436], [0.265, -7.179, 3.564], [-1.821, -4.607, 1.908], [-1.226, -3.338, 2.994], [-2.165, -4.670, 3.653], [4.020, -4.477, 4.391], [3.218, -3.017, 5.018], [3.489, -3.194, 3.293], [1.168, -5.847, 5.397], [0.377, -4.246, 5.463], [1.956, -4.496, 6.177], [-0.532, 5.335, -6.468], [-1.488, 4.558, -5.529], [-0.749, 3.073, -5.837], [-1.298, 1.859, -6.391], [0.621, 2.886, -5.366], [-2.830, 4.817, -6.566], [-3.014, 4.067, -7.794], [-3.095, 6.236, -6.837], [-2.586, 3.665, -4.450], [-2.051, 3.225, -3.170], [-4.026, 3.524, -4.550], [-2.292, 1.624, -5.994], [-0.680, 0.978, -6.166], [-1.357, 1.914, -7.479], [0.628, 2.305, -4.438], [1.113, 3.841, -5.162], [1.235, 2.370, -6.112], [-2.132, 4.114, -8.435], [-3.870, 4.436, -8.371], [-3.255, 3.029, -7.583], [-2.429, 6.638, -7.609], [-2.961, 6.834, -5.928], [-4.133, 6.384, -7.159], [-1.947, 2.136, -3.159], [-2.686, 3.527, -2.330], [-1.063, 3.659, -2.984], [-4.299, 2.869, -5.383], [-4.521, 4.492, -4.672], [-4.464, 3.069, -3.655]],
  "lowdin_charge": [-0.0122, -0.3453, -0.0328, -0.1079, -0.1835, -0.1606, -0.1637, -0.1154, -0.1995, 0.0006, -0.2312, 0.0137, -0.0113, -0.2185, -0.0140, -0.1468, 0.0102, -0.0365, 0.0836, 0.1106, 0.0964, 0.1452, 0.1373, 0.1181, 0.1245, 0.1311, 0.1004, 0.1324, 0.1187, 0.1819, 0.1745, 0.1271, 0.1461, -0.3232, 0.7256, -0.3330, -0.1225, -0.1355, -0.3624, -0.1311, -0.1475, -0.2991, -0.1272, -0.1147, 0.0730, 0.0852, 0.0737, 0.0719, 0.0684, 0.0827, 0.0874, 0.0857, 0.0539, 0.0782, 0.0602, 0.0782, 0.0901, 0.0776, 0.0708, 0.0767, 0.0819, 0.0838, -0.3213, 0.7383, -0.3309, -0.1237, -0.1320, -0.3639, -0.1341, -0.1508, -0.2941, -0.1323, -0.1132, 0.0726, 0.0838, 0.0726, 0.0665, 0.0698, 0.0819, 0.0863, 0.0845, 0.0527, 0.0760, 0.0724, 0.0768, 0.0971, 0.0822, 0.0563, 0.0758, 0.0851, 0.0836]
}

Record 5
{
  "formula": "C5H8O",
  "method": "the ωB97M-V functional and the def2-TZVPD basis",
  "smiles": "C#CC[C@@H](C)O",
  "orbital_gap_ev": 10.987,
  "molar_mass_g_mol": 84.1,
  "multiplicity": 1,
  "total_charge": 0,
  "lumo_ev": 1.0,
  "e_homo_ev": -9.995,
  "e_above_lowest_ev": 2.114,
  "symbols": ["C", "C", "O", "C", "C", "C", "H", "H", "H", "H", "H", "H", "H", "H"],
  "coordinates": [[0.625, 1.549, 0.963], [-0.426, 0.580, 0.451], [-0.839, 1.065, -0.806], [0.138, -0.882, 0.402], [-0.063, -1.528, -0.895], [-0.246, -1.988, -1.994], [1.461, 1.575, 0.256], [0.212, 2.560, 1.042], [0.995, 1.244, 1.947], [-1.284, 0.579, 1.141], [-1.132, 0.316, -1.343], [1.210, -0.885, 0.628], [-0.342, -1.488, 1.179], [-0.401, -2.392, -2.970]],
  "lowdin_charge": [-0.0597, -0.4417, -0.0448, -0.1454, -0.1471, 0.1190, 0.0892, 0.0818, 0.0820, 0.1344, 0.0646, 0.1166, 0.1191, 0.0319]
}

Record 6
{
  "formula": "C4H4ClNO2",
  "method": "the ωB97M-V functional and the def2-TZVPD basis",
  "smiles": "Oc1c[nH]c(O)c1Cl",
  "orbital_gap_ev": 8.424,
  "molar_mass_g_mol": 133.5,
  "multiplicity": 1,
  "total_charge": 0,
  "lumo_ev": 0.8,
  "e_homo_ev": -7.671,
  "e_above_lowest_ev": 1.124,
  "symbols": ["C", "C", "C", "C", "N", "O", "O", "Cl", "H", "H", "H", "H"],
  "coordinates": [[-0.363, 1.261, -0.218], [0.884, 0.573, -0.268], [0.602, -0.742, 0.087], [-0.755, -0.797, 0.368], [-1.351, 0.371, 0.052], [2.085, 1.148, -0.505], [-1.425, -1.953, 0.683], [1.685, -1.982, 0.533], [-0.447, 2.232, -0.516], [-2.344, 0.587, 0.221], [2.093, 1.771, -1.160], [-0.662, -2.469, 0.722]],
  "lowdin_charge": [-0.0589, -0.3271, -0.5849, -0.3751, 0.0962, 0.0837, 0.0890, 0.7335, 0.0831, 0.1857, 0.0594, 0.0153]
}

Record 7
{
  "formula": "C11H22AsF5N5O2PtSTe",
  "method": "the ωB97M-V functional and the def2-TZVPD basis",
  "orbital_gap_ev": 7.658,
  "molar_mass_g_mol": 781.0,
  "multiplicity": 1,
  "total_charge": 1,
  "lumo_ev": -3.1,
  "e_homo_ev": -10.782,
  "e_above_lowest_ev": 0.000,
  "symbols": ["Pt", "N", "N", "C", "N", "S", "H", "H", "H", "H", "H", "C", "As", "C", "C", "C", "C", "C", "C", "C", "C", "H", "H", "H", "H", "H", "H", "H", "H", "H", "H", "H", "H", "H", "N", "C", "N", "O", "H", "H", "H", "H", "F", "Te", "F", "F", "F", "F", "O"],
  "coordinates": [[0.115, -1.318, -0.197], [2.133, -1.884, 0.233], [2.357, -2.800, 1.278], [1.478, -3.004, 2.303], [1.843, -3.968, 3.156], [0.097, -2.108, 2.522], [2.280, -2.376, -0.648], [2.792, -1.116, 0.316], [3.125, -3.436, 1.132], [2.603, -4.602, 2.969], [1.191, -4.215, 3.880], [-0.830, 1.327, 2.036], [0.226, 0.916, 0.481], [2.005, 1.488, 0.955], [-0.394, 2.132, -0.912], [-0.153, 3.570, -0.562], [1.027, 4.201, -0.946], [1.267, 5.520, -0.594], [0.330, 6.224, 0.147], [-0.852, 5.606, 0.527], [-1.092, 4.287, 0.174], [-0.748, 2.391, 2.251], [-0.455, 0.741, 2.873], [-1.868, 1.060, 1.846], [1.981, 2.538, 1.243], [2.680, 1.371, 0.106], [2.350, 0.889, 1.797], [-1.454, 1.911, -1.042], [0.123, 1.838, -1.826], [1.758, 3.661, -1.537], [2.184, 6.002, -0.907], [0.515, 7.254, 0.419], [-1.594, 6.155, 1.092], [-2.027, 3.816, 0.459], [-3.559, -0.852, -2.155], [-2.261, -1.134, -1.970], [-1.560, -1.673, -2.966], [-1.748, -0.795, -0.863], [-4.061, -1.188, -2.957], [-4.086, -0.538, -1.358], [-2.044, -2.096, -3.741], [-0.666, -2.082, -2.720], [-1.627, -6.357, -0.725], [-0.692, -4.772, -0.892], [-0.206, -4.971, 0.895], [-2.257, -3.879, -0.397], [0.795, -5.770, -1.385], [-1.254, -4.748, -2.674], [0.234, -3.216, -1.115]],
  "lowdin_charge": [0.8212, -0.0880, -0.0451, -0.8971, 0.1158, 0.6687, 0.1032, 0.1009, 0.1587, 0.1188, 0.1089, -0.2522, 1.0212, -0.2536, -0.2888, -0.3210, -0.0639, -0.0696, -0.0738, -0.0677, -0.0615, 0.0370, 0.0067, 0.0465, 0.0430, 0.0375, 0.0366, 0.0783, 0.0848, 0.1144, 0.1093, 0.1087, 0.1098, 0.1145, 0.2110, -0.6113, 0.2053, -0.2225, 0.1244, 0.1282, 0.1283, 0.0707, -0.3259, 1.7882, -0.3650, -0.3561, -0.3505, -0.3584, -0.7284]
}

Record 8
{
  "formula": "C3H5N3O",
  "method": "the ωB97M-V functional and the def2-TZVPD basis",
  "orbital_gap_ev": 9.988,
  "molar_mass_g_mol": 99.1,
  "multiplicity": 1,
  "total_charge": 0,
  "lumo_ev": 0.6,
  "e_homo_ev": -9.367,
  "e_above_lowest_ev": 4.299,
  "symbols": ["O", "C", "C", "N", "N", "C", "N", "H", "H", "H", "H", "H"],
  "coordinates": [[-2.172, 0.836, -0.659], [-1.650, -0.175, 0.160], [-0.146, -0.236, 0.106], [0.603, 0.742, -0.249], [1.930, 0.603, -0.130], [1.710, -1.607, 0.633], [0.543, -1.387, 0.500], [-1.590, 1.604, -0.582], [-2.056, -1.131, -0.187], [-1.966, -0.050, 1.211], [2.375, 1.334, -0.684], [2.419, -0.530, -0.117]],
  "lowdin_charge": [-0.0510, -0.2140, -0.3447, 0.0173, -0.0226, 0.0699, 0.0467, 0.0796, 0.1244, 0.1250, 0.0928, 0.0766]
}

Question: Number 5 is which compound?
Answer: C5H8O